Computed, not measured: a gas-phase ion, C2H8NOSi (charge -1) at a distorted geometry, with wB97M-V/def2-TZVPD.

As for the energy above the lowest of the compared OMol25 structures with the same formula, charge and spin: 48.8 kJ/mol. Its frontier orbital gap is 8.19 eV. As for the net charge: -1. Its SMILES is C[Si](C)(N)[O-]. The calculation puts the total energy at -500.58098 a.u. The highest occupied orbital energy is -3.83 eV. Its LUMO energy is 4.36 eV.

Each line ends with the Löwdin charge.
Geometry (Å):
C -0.24684 -1.74526 -0.31769  -0.2003
Si -0.65744 0.03975 0.28891  0.0895
C 0.95066 0.95176 1.06188  -0.2132
N -0.66071 1.04496 -1.24930  -0.1071
O -1.93874 0.06773 1.08642  -0.4370
H -0.28082 -1.58676 -1.38518  -0.0247
H 0.74478 -2.10168 0.11832  0.0203
H -1.09328 -2.27032 0.11593  -0.0089
H 0.72418 1.10705 2.11253  -0.0229
H 1.86255 0.27401 0.86158  0.0165
H 1.11343 1.96428 0.70457  -0.0275
H 0.06210 1.74235 -1.31583  -0.0350
H -0.57987 0.51213 -2.08213  -0.0497